{"formula": "C21H15IIrN5O2", "method": "ωB97M-V/def2-TZVPD", "species": ["Ir", "N", "C", "N", "C", "N", "N", "C", "C", "C", "C", "C", "C", "N", "C", "C", "C", "C", "C", "C", "H", "H", "H", "H", "H", "H", "H", "H", "H", "H", "H", "I", "C", "C", "C", "C", "C", "C", "C", "O", "O", "H", "H", "H", "H"], "coordinates": [[0.9065, -0.1248, -0.5607], [0.4141, 3.6567, 1.3843], [0.4045, 2.7368, 0.4578], [0.7676, 1.4768, 0.6845], [1.2377, 1.1072, 1.9725], [1.7424, -0.0716, 2.1761], [1.7917, -0.8093, 1.0251], [2.3676, -1.9567, 0.9368], [2.3533, -2.5659, -0.3914], [3.0123, -3.7374, -0.6872], [3.0309, -4.1838, -2.0103], [2.4007, -3.4325, -2.9803], [1.7411, -2.2609, -2.6150], [1.7058, -1.8422, -1.3557], [1.1736, 2.0858, 3.0334], [1.5375, 1.7897, 4.3515], [1.4898, 2.7793, 5.3096], [1.0895, 4.0748, 4.9714], [0.7284, 4.3892, 3.6744], [0.7717, 3.3874, 2.7184], [0.1525, 4.6035, 1.1343], [0.0870, 3.0106, -0.5402], [2.8490, -2.4076, 1.7976], [3.5220, -4.2850, 0.0944], [3.5456, -5.0997, -2.2683], [2.4067, -3.7334, -4.0184], [1.2328, -1.6462, -3.3464], [1.8546, 0.7872, 4.6011], [1.7696, 2.5549, 6.3294], [1.0624, 4.8442, 5.7310], [0.4203, 5.3936, 3.4118], [-7.1593, -1.3688, -3.9205], [-5.2846, -1.0427, -3.1780], [-4.7845, -1.8363, -2.1441], [-3.4669, -1.6108, -1.6313], [-2.6720, -0.6010, -2.1569], [-3.1646, 0.1889, -3.1881], [-4.4822, -0.0286, -3.7038], [-1.3022, -0.3631, -1.6473], [-0.8370, -1.0781, -0.6794], [-0.5308, 0.5112, -2.1065], [-5.3986, -2.6258, -1.7291], [-3.0879, -2.2296, -0.8260], [-2.5397, 0.9714, -3.6039], [-4.8592, 0.5927, -4.5067]], "forces_ev_per_a": [[-0.21, 0.38, -0.49], [0.01, 0.05, 0.04], [-0.03, -0.13, -0.02], [-0.01, 0.06, 0.24], [0.00, -0.03, -0.04], [0.05, 0.00, 0.04], [-0.06, -0.11, -0.04], [0.03, 0.02, 0.04], [0.01, 0.02, -0.01], [0.01, -0.03, -0.04], [0.00, 0.01, 0.03], [-0.01, 0.02, 0.00], [-0.04, 0.00, -0.03], [0.04, -0.18, 0.09], [0.00, 0.03, -0.01], [0.00, 0.00, 0.00], [0.00, 0.01, 0.00], [0.00, -0.01, -0.01], [0.00, 0.01, 0.02], [-0.01, -0.01, -0.03], [-0.01, -0.02, 0.01], [-0.01, 0.00, 0.00], [0.01, 0.02, -0.01], [-0.01, 0.00, 0.00], [0.00, 0.00, 0.00], [0.00, 0.00, 0.00], [0.00, 0.00, 0.00], [0.00, 0.00, 0.00], [0.00, 0.00, 0.00], [0.00, 0.00, 0.00], [0.00, 0.00, 0.00], [0.33, 0.06, 0.14], [0.37, 0.06, 0.13], [1.50, -0.30, 1.13], [-1.78, -0.63, -0.33], [-0.51, -0.09, -0.26], [-1.64, 0.06, -0.97], [1.71, 0.84, 0.14], [-0.09, -0.03, -0.12], [0.06, 0.10, 0.13], [0.32, -0.18, 0.24], [0.15, -0.01, 0.09], [-0.17, -0.03, -0.07], [-0.18, -0.03, -0.06], [0.16, 0.06, 0.03]], "charge": 3, "s_squared": 0.769, "spin_multiplicity": 2, "e_homo_ev": [-16.6, -16.6], "homo_lumo_gap_ev": [6.4, 4.0], "e_tot_ha": -1634.553756}